# 1
Density functional theory data (wB97M-V/def2-TZVPD) for a molecular structure, C31H55AlCl4LiN4O13PS.

```
111
Properties=species:S:1:pos:R:3:forces:R:3
C 10.0527 3.7137 -0.6573 0.10 -0.24 0.40
C 8.6104 3.4711 -0.2640 -0.09 0.58 -0.86
O 8.4979 2.0733 0.0884 0.49 -0.36 0.54
O 7.4083 1.8942 1.0540 0.08 0.19 0.00
C 6.3249 1.6858 0.3177 -0.41 1.38 -0.60
O 5.3930 2.4882 0.3729 -0.04 -0.75 0.48
C 6.2469 0.5475 -0.6257 0.87 0.04 0.31
C 7.3664 -0.2327 -0.8873 0.32 -0.39 -0.05
C 7.2677 -1.2037 -1.8390 0.28 0.06 0.28
N 6.0943 -1.3945 -2.4684 0.11 -0.26 -0.29
C 4.9930 -0.6889 -2.2124 -0.34 0.04 -0.57
C 3.7266 -0.9335 -2.9440 0.10 -0.73 0.25
C 2.5423 -0.7478 -1.9750 -0.36 -0.27 -1.20
C 1.5991 0.3874 -2.3637 0.56 0.87 0.43
C 1.0856 1.1400 -1.1184 -0.52 -0.76 -0.13
C 0.9418 0.2343 0.1337 -0.91 1.13 -0.10
C -0.3798 0.5045 0.8635 0.52 -0.15 0.51
C -0.3183 1.7242 1.7958 -0.31 -0.66 -0.16
S -0.8533 3.2850 1.0584 0.32 0.22 -0.13
C 0.6834 3.8736 0.5021 -1.40 -0.41 0.39
N 1.8762 3.6917 0.9546 0.34 -0.15 0.09
N 2.7067 4.4106 0.1094 0.87 -0.04 0.24
C 1.9661 4.9828 -0.7549 -0.22 -0.15 -0.19
O 0.6527 4.6685 -0.5721 0.64 0.44 -0.19
C 5.0728 0.3088 -1.2683 -0.26 0.47 0.19
H 10.0866 4.5296 -1.3728 -0.07 0.08 -0.19
H 10.4690 2.8293 -1.1312 0.03 -0.06 -0.20
H 10.6619 3.9551 0.2069 0.10 -0.04 0.14
H 7.9895 3.6423 -1.1425 -0.23 -0.01 0.10
H 8.3066 4.1169 0.5521 -0.08 -0.18 0.30
H 8.3094 -0.0699 -0.4012 0.10 0.06 0.10
H 8.1144 -1.8071 -2.1171 -0.06 -0.23 -0.16
H 6.0429 -2.1074 -3.1895 -0.05 -0.01 0.02
H 3.6950 -0.2961 -3.8271 -0.10 0.27 0.02
H 3.7358 -1.9558 -3.3255 0.04 -0.08 -0.07
H 1.9951 -1.6811 -1.9946 -0.08 -0.12 0.34
H 2.9077 -0.6153 -0.9641 -0.04 -0.18 0.09
H 2.1505 1.1036 -2.9772 -0.02 0.11 -0.14
H 0.7724 0.0563 -2.9831 -0.09 -0.33 0.07
H 0.0980 1.5299 -1.3556 -0.09 0.15 -0.06
H 1.6914 2.0126 -0.8952 0.37 0.00 -0.08
H 0.9633 -0.8193 -0.1111 0.18 -0.15 -0.02
H 1.7236 0.4900 0.8538 0.35 -0.43 -0.02
H -0.5789 -0.3541 1.5041 -0.09 -0.11 0.00
H -1.2053 0.5609 0.1595 -0.14 0.07 -0.04
H 0.6844 1.8378 2.1965 0.03 0.15 0.16
H -0.9924 1.5549 2.6295 -0.10 0.22 0.14
H 2.2719 5.6198 -1.5676 -0.22 0.02 0.05
H 4.2043 0.9086 -1.0550 -0.05 0.11 -0.09
O 1.3305 -3.1755 -0.4674 -0.04 0.43 -0.46
P -0.1374 -3.5443 -0.6977 -0.28 -1.22 0.36
O -0.3254 -5.0643 -0.6804 -0.23 0.13 0.31
O -0.5372 -2.9543 -2.0519 0.54 0.52 0.05
O -1.0066 -2.9235 0.4083 -0.12 -0.17 0.07
Li -1.5734 -5.0702 0.6733 -0.08 0.36 -0.28
C 1.8389 8.7324 -2.5954 -0.08 0.08 -0.15
Cl 1.3222 9.4890 -4.0958 0.03 -0.04 0.08
Cl 0.4538 8.1417 -1.6753 -0.02 -0.03 0.06
Cl 2.9776 7.4163 -2.9184 0.17 0.17 -0.18
H 2.3504 9.4747 -1.9982 0.03 -0.01 0.03
C -6.4558 -4.4698 -0.1203 0.07 0.09 0.00
C -5.7519 -5.7847 0.1403 -0.14 0.16 0.15
O -4.6414 -5.6018 1.0253 0.40 -0.05 -0.02
H -5.7679 -3.7456 -0.5581 0.02 -0.05 -0.06
H -7.3009 -4.6025 -0.7965 -0.03 0.00 0.04
H -6.8214 -4.0478 0.8179 -0.10 0.00 -0.03
H -5.3603 -6.2040 -0.7845 0.12 -0.04 0.06
H -6.4393 -6.5117 0.5828 -0.03 -0.02 -0.09
H -4.9874 -5.2459 1.8507 -0.02 0.01 -0.01
C 8.6704 1.6504 -5.2384 -0.37 -0.06 -0.20
C 9.0863 1.8388 -3.8053 0.22 -0.19 -0.13
O 7.9491 1.9684 -2.9359 -0.11 0.08 0.36
H 8.0658 2.5053 -5.5391 0.19 0.09 -0.11
H 9.5463 1.6025 -5.8834 -0.01 0.06 -0.05
H 8.0762 0.7378 -5.3998 0.14 -0.07 0.18
H 9.6516 2.7638 -3.7069 -0.06 0.00 0.06
H 9.7145 1.0067 -3.4554 0.00 0.05 0.03
H 7.4347 1.1621 -3.0127 -0.04 0.03 -0.30
C -7.5627 -4.1471 3.7728 0.02 -0.17 -0.05
C -8.7287 -4.7523 2.9949 0.13 0.06 -0.09
C -9.8592 -3.7591 2.7391 -0.03 0.01 0.03
C -10.5296 -3.2120 4.0030 0.23 -0.20 -0.14
C -11.1178 -4.2825 4.9173 0.01 -0.23 -0.13
C -12.2329 -5.0889 4.2574 0.10 -0.06 0.05
H -7.8697 -3.8093 4.7623 0.01 0.03 0.00
H -6.7661 -4.8841 3.9121 0.01 0.02 0.03
H -7.1404 -3.2912 3.2387 -0.03 0.05 0.04
H -9.1063 -5.6304 3.5241 -0.03 0.02 0.01
H -8.3570 -5.1153 2.0311 -0.04 -0.06 0.01
H -10.6080 -4.2333 2.0980 -0.01 0.00 0.01
H -9.4643 -2.9140 2.1621 0.03 -0.02 -0.02
H -11.3187 -2.5217 3.7078 -0.05 -0.01 0.03
H -9.8124 -2.6149 4.5724 -0.04 0.04 0.01
H -11.5162 -3.7986 5.8036 0.03 0.05 0.03
H -10.3292 -4.9602 5.2647 0.01 0.00 -0.05
H -13.0475 -4.4313 3.9472 0.01 0.01 -0.01
H -12.6415 -5.8230 4.9541 -0.04 0.00 -0.02
H -11.8807 -5.6350 3.3784 -0.03 0.00 -0.01
Al 4.0290 2.9004 1.9631 -0.47 0.41 -0.02
C -10.9302 0.7929 3.8679 -0.29 -0.03 -0.33
C -10.4079 0.4203 5.1715 0.42 0.21 0.15
N -9.8948 0.2095 6.1791 0.18 0.15 -0.09
H -11.8343 0.2280 3.6508 0.00 -0.06 0.11
H -11.1718 1.8545 3.8398 0.03 0.01 0.11
H -10.1981 0.5881 3.0875 0.08 -0.04 0.08
Cl -12.3220 -1.4695 5.9379 -0.66 0.15 0.22
C 9.5803 5.3148 -4.7679 0.03 -0.09 -0.80
O 8.8466 4.7096 -5.5918 0.08 0.07 0.41
O 9.1273 5.1324 -3.4091 -0.06 -0.08 0.05
O 10.5872 5.9910 -4.9177 -0.06 -0.03 0.37
H 8.3482 4.5940 -3.5969 -0.16 0.06 0.20
```
Forces are in eV/Å.

The LUMO energy is -5.56 eV. For the HOMO-LUMO gap, the calculation gives 1.03 eV.

# 2
Density functional theory data (wB97M-V/def2-TZVPD) for 4 unconnected molecules or ions with the total composition C34H65FIN5O3.

```
109
Properties=species:S:1:pos:R:3:forces:R:3
C -3.1495 -0.8228 -2.5497 -0.73 0.99 -0.23
C -2.3632 -0.5621 -3.9276 -0.74 -0.48 -0.01
C -1.1449 -1.5888 -4.2242 -0.33 0.37 1.29
I -1.1620 -1.9933 -6.3706 0.38 0.03 0.77
C -1.2251 -2.8879 -3.3023 -0.38 -2.06 0.39
N -0.5386 -2.8242 -2.0154 -3.30 -6.03 -1.14
C -0.8146 -4.1149 -1.3704 -0.24 0.78 -1.13
N -1.6256 -4.9637 -2.2242 2.00 5.53 -0.72
F -2.0527 -6.2085 -1.9223 0.48 1.10 -0.03
C -1.9369 -4.2430 -3.4698 1.78 3.27 1.09
C -2.8188 -4.6786 -4.7246 0.88 -0.10 0.33
H -3.6658 0.1755 -2.2655 0.84 -1.66 -0.48
H -2.4890 -1.0950 -1.6579 -0.95 0.20 -1.30
H -4.0196 -1.5662 -2.7186 1.67 0.96 0.46
H -1.9604 0.5059 -3.9417 -0.47 -1.54 -0.15
H -3.1249 -0.6964 -4.7838 1.15 0.56 1.45
H -0.1687 -1.0057 -4.0194 -1.38 -1.42 -0.25
H 0.0026 -2.0397 -1.6032 -0.53 -0.85 -0.12
H -0.4437 -4.3924 -0.3193 -0.74 0.42 -1.97
H -2.1089 -4.7205 -5.6288 -1.09 -0.03 1.44
H -3.6225 -3.8877 -4.9793 1.28 -1.39 0.77
H -3.2488 -5.7211 -4.5539 0.42 1.57 -0.17
C 3.6732 -0.4880 0.9686 0.36 -0.29 0.09
C 2.1475 -0.4054 1.2533 1.55 1.08 -1.16
C 1.8333 0.6538 2.3394 -0.37 -0.14 0.36
C 2.0901 0.1983 3.7673 0.08 -0.02 0.02
C 1.3916 -1.1288 4.0333 -0.16 0.43 -0.20
C 1.7988 -2.2164 3.0206 1.11 -1.44 1.47
N 1.6371 -1.7711 1.5957 -4.23 1.42 0.54
O 0.3040 -1.7952 1.3110 2.40 -0.64 -0.26
C 3.2637 -2.6285 3.3109 0.29 0.21 -0.16
C 0.9953 -3.5083 3.3259 -0.46 0.28 -0.59
C 1.5692 0.1609 -0.0770 -0.74 -0.50 0.33
H 4.1612 -1.3633 1.3899 -0.13 0.08 0.16
H 3.8787 -0.5625 -0.1042 -0.18 0.11 0.09
H 4.2024 0.3926 1.3416 -0.12 -0.05 -0.03
H 0.7771 0.9437 2.2702 0.03 -0.19 -0.15
H 2.4043 1.5690 2.1495 0.02 -0.23 -0.25
H 3.1648 0.1241 3.9559 -0.05 -0.01 0.06
H 1.7100 0.9527 4.4629 0.13 -0.05 -0.07
H 1.6209 -1.4554 5.0538 0.06 -0.23 -0.25
H 0.3062 -0.9697 4.0058 0.06 -0.12 -0.18
H 3.6271 -3.3444 2.5667 -0.06 0.10 0.03
H 3.3454 -3.1107 4.2897 -0.27 0.06 -0.14
H 3.9545 -1.7861 3.3477 -0.07 -0.04 -0.09
H -0.0854 -3.3489 3.2996 0.14 0.09 -0.15
H 1.2262 -3.8833 4.3269 0.20 0.26 -0.15
H 1.2442 -4.3022 2.6133 0.00 0.10 0.04
H 1.6820 -0.5555 -0.8990 0.13 -0.02 0.06
H 2.0960 1.0762 -0.3633 0.15 -0.23 0.22
H 0.5102 0.4238 0.0033 0.10 -0.14 0.09
C 7.5564 2.8537 6.0267 0.36 -0.28 0.11
C 6.0313 2.9386 6.3139 1.47 1.08 -1.13
C 5.7205 3.9980 7.4008 -0.30 -0.14 0.33
C 5.9789 3.5417 8.8285 0.03 0.01 0.03
C 5.2783 2.2151 9.0945 -0.12 0.37 -0.16
C 5.6824 1.1277 8.0803 1.06 -1.36 1.35
N 5.5196 1.5740 6.6568 -4.20 1.33 0.47
O 4.1865 1.5520 6.3742 2.47 -0.50 0.03
C 7.1469 0.7130 8.3684 0.27 0.20 -0.12
C 4.8772 -0.1629 8.3856 -0.43 0.26 -0.55
C 5.4517 3.5058 4.9851 -0.65 -0.52 0.24
H 8.0438 1.9774 6.4469 -0.12 0.08 0.16
H 7.7596 2.7791 4.9536 -0.20 0.11 0.09
H 8.0877 3.7335 6.3989 -0.11 -0.04 -0.03
H 4.6648 4.2893 7.3333 0.04 -0.20 -0.14
H 6.2926 4.9124 7.2099 0.00 -0.22 -0.25
H 7.0541 3.4656 9.0155 -0.03 -0.07 0.00
H 5.6008 4.2968 9.5253 0.07 -0.05 -0.07
H 5.5084 1.8872 10.1147 0.04 -0.23 -0.23
H 4.1933 2.3760 9.0684 0.07 -0.11 -0.18
H 7.5079 -0.0029 7.6232 -0.07 0.11 0.02
H 7.2292 0.2297 9.3469 -0.27 0.05 -0.13
H 7.8393 1.5541 8.4049 -0.06 -0.04 -0.11
H 3.7969 -0.0017 8.3608 0.14 0.08 -0.18
H 5.1088 -0.5392 9.3864 0.20 0.26 -0.13
H 5.1236 -0.9563 7.6722 -0.02 0.13 0.02
H 5.5614 2.7905 4.1638 0.01 0.00 0.15
H 5.9798 4.4208 4.6985 0.17 -0.19 0.27
H 4.3937 3.7701 5.0671 0.11 -0.18 0.07
C -5.6064 2.5948 -8.3545 -0.32 0.34 0.01
C -5.3305 1.2328 -7.6585 0.96 1.31 -1.45
C -5.6988 0.0438 -8.5810 -0.27 -0.33 0.20
C -7.1848 -0.2749 -8.6481 -0.03 -0.01 -0.02
C -7.7559 -0.4315 -7.2440 0.34 -0.14 -0.23
C -7.4904 0.8055 -6.3642 -2.10 0.71 0.28
N -6.0428 1.2002 -6.3422 1.55 -4.12 1.09
O -5.3902 0.3080 -5.5435 -1.03 2.07 -0.97
C -8.3755 1.9682 -6.8786 0.11 0.20 -0.29
C -8.0460 0.5342 -4.9412 0.71 -0.15 0.14
C -3.7806 1.2096 -7.5278 -0.24 -0.36 0.73
H -6.4915 3.1120 -7.9928 -0.06 -0.20 -0.03
H -4.7945 3.3075 -8.1788 0.03 -0.25 0.00
H -5.7128 2.4819 -9.4365 0.04 -0.05 0.10
H -5.1827 -0.8602 -8.2330 0.03 0.16 0.18
H -5.3269 0.2249 -9.5953 0.12 0.21 0.23
H -7.7159 0.5012 -9.2069 -0.02 0.00 0.07
H -7.3319 -1.2062 -9.2047 0.01 0.11 0.01
H -8.8326 -0.6229 -7.3149 0.09 0.23 0.22
H -7.3213 -1.3273 -6.7827 0.09 0.18 0.09
H -8.1650 2.8943 -6.3347 0.04 -0.11 -0.06
H -9.4366 1.7429 -6.7341 0.22 -0.16 0.13
H -8.2660 2.1606 -7.9460 0.09 0.03 0.09
H -7.6141 -0.3587 -4.4830 0.14 0.16 -0.10
H -9.1276 0.3724 -4.9695 0.16 0.12 -0.30
H -7.8595 1.3858 -4.2790 0.05 -0.09 -0.10
H -3.4264 1.9767 -6.8321 -0.12 -0.07 -0.04
H -3.3110 1.4028 -8.4976 -0.36 0.07 0.01
H -3.4048 0.2418 -7.1871 -0.15 0.09 0.07
```
Forces are in eV/Å.

The LUMO energy (alpha / beta) is -3.32 / -3.32 eV. Its spin multiplicity is 4. For the HOMO-LUMO gap (alpha / beta), the calculation gives 7.02 / 7.68 eV. The charge is +1. As for the expectation value of S²: 3.764.

# 3
Density functional theory data (wB97M-V/def2-TZVPD) for a molecular structure, C5H6CeO4.

```
16
Properties=species:S:1:pos:R:3:forces:R:3
O -1.9488 -0.7759 0.1014 0.08 -0.56 2.20
C -2.0033 -1.9906 0.5068 -0.80 0.47 -0.46
C -1.6024 -2.3581 1.8197 -1.31 -2.00 -1.10
O -1.1504 -1.4904 2.6365 0.66 2.47 0.49
Ce -1.1594 0.6313 2.1342 -0.07 -1.95 -1.67
H -2.5245 -2.7238 -0.1194 0.44 0.00 0.01
H -1.8696 -3.3602 2.1809 0.46 0.25 -0.02
C 3.1122 0.9561 -1.2938 -0.33 0.16 0.50
C 1.8842 1.4167 -1.1003 1.76 0.69 -0.76
O 0.9115 0.5325 -0.6392 -2.37 -0.57 1.31
C -0.3245 0.9252 -0.3794 1.87 2.06 0.16
O -0.7522 1.8274 -1.2362 0.68 -0.49 0.48
H 3.3739 -0.0813 -1.0833 -0.10 0.22 -0.40
H 1.6165 2.4717 -1.1210 -0.23 -0.39 -0.31
H 3.9054 1.6614 -1.5396 -0.26 -0.24 -0.03
H -1.4686 2.3580 -0.8673 -0.48 -0.13 -0.41
```
Forces are in eV/Å.

The LUMO energy (alpha / beta) is -9.48 / -9.49 eV. Its spin multiplicity is 3. For the HOMO-LUMO gap (alpha / beta), the calculation gives 6.75 / 6.79 eV. The charge is +2. As for the expectation value of S²: 2.006.

# 4
Density functional theory data (wB97M-V/def2-TZVPD) for a molecular structure, C16H17CrN8O6S2.

```
50
Properties=species:S:1:pos:R:3:forces:R:3
Cr -0.1373 0.4336 -0.7864 0.19 0.18 0.22
N 7.3824 -1.8592 -1.2976 0.01 0.00 0.00
C 6.3237 -0.9637 -1.0912 -0.05 0.00 -0.01
C 5.0286 -1.2995 -1.4904 0.04 0.00 0.01
C 3.9714 -0.4410 -1.2531 -0.01 -0.06 -0.03
C 4.2095 0.7649 -0.6068 -0.08 0.03 0.05
C 5.4817 1.1051 -0.1857 0.02 -0.01 0.00
C 6.5396 0.2445 -0.4320 0.01 0.02 0.01
S 2.8516 1.8598 -0.3307 -0.04 -0.04 -0.07
O 3.2830 2.8721 0.6088 0.01 0.04 -0.02
O 2.3688 2.3117 -1.6162 0.06 0.02 0.05
N 1.6618 0.9584 0.2526 0.18 0.24 -0.11
C 1.7175 0.3221 1.4494 -0.15 -0.38 -0.13
N 0.5347 -0.2764 1.7168 -0.01 -0.01 0.21
C 0.4643 -1.0036 2.8124 -0.08 -0.04 0.02
C 1.5412 -1.1486 3.6800 0.03 0.01 -0.01
C 2.7001 -0.4861 3.3166 -0.01 -0.01 0.01
N 2.8149 0.2437 2.2141 -0.04 0.15 -0.11
H 7.2314 -2.5005 -2.0604 0.00 0.00 0.00
H 8.2861 -1.4178 -1.3624 0.00 -0.01 0.00
H 4.8493 -2.2486 -1.9835 0.01 0.00 0.00
H 2.9607 -0.7208 -1.5428 -0.01 0.02 0.01
H 5.6285 2.0372 0.3426 0.02 0.00 0.01
H 7.5394 0.5013 -0.0996 0.00 0.00 0.00
H -0.4879 -1.4917 2.9964 0.00 0.00 0.01
H 1.4815 -1.7453 4.5781 -0.01 -0.01 0.00
H 3.5907 -0.5485 3.9358 0.00 0.00 0.00
N -0.0786 5.4022 1.4986 0.02 0.01 -0.07
C -0.8439 4.4973 0.7926 -0.04 -0.05 0.08
C -0.3263 3.2234 0.5075 0.02 0.03 -0.02
N -1.0310 2.3246 -0.1532 -0.07 0.19 0.03
C -2.2870 2.6599 -0.5080 0.11 -0.10 0.00
C -2.7822 3.9044 -0.1971 -0.04 0.09 -0.04
N -2.0714 4.8414 0.4391 0.00 -0.03 0.00
H 0.9192 5.2738 1.4244 0.00 0.00 0.02
H -0.3854 6.3570 1.4049 0.00 0.00 0.01
H 0.6768 2.9597 0.8075 0.01 -0.01 0.00
H -2.8480 1.9132 -1.0494 -0.03 0.02 0.00
H -3.7897 4.1767 -0.4870 -0.01 -0.02 0.01
O -1.4281 -2.2914 -2.1611 0.10 -0.07 -0.02
S -2.3587 -1.2303 -1.4338 -0.10 0.11 -0.22
O -1.8297 0.0997 -1.8853 -0.04 -0.07 0.06
O -2.1559 -1.3682 -0.0104 0.02 -0.06 0.18
O -3.6745 -1.4876 -1.9396 0.01 -0.02 -0.02
C 0.5586 -3.4273 -2.6967 0.01 0.03 0.03
C 0.0497 -2.1685 -2.0486 -0.09 -0.01 0.01
N 0.6585 -1.2307 -1.5478 0.04 -0.20 -0.13
H 0.1981 -4.3016 -2.1528 0.00 -0.01 -0.01
H 1.6458 -3.4153 -2.6952 0.00 0.01 0.00
H 0.1881 -3.4982 -3.7202 0.01 -0.02 -0.01
```
Forces are in eV/Å.

The LUMO energy (alpha / beta) is 2.70 / 2.60 eV. Its spin multiplicity is 5. For the HOMO-LUMO gap (alpha / beta), the calculation gives 7.45 / 8.00 eV. The charge is -1. As for the expectation value of S²: 6.014.